[1]
The following is a quantum chemistry calculation of a single C4H10NOP molecule, from OMol25.

As for the net charge: 0. Its spin multiplicity is 3. Its HOMO energy (spin up / spin down) is -5.781 / -8.397 eV. The LUMO energy (spin up / spin down) is 0.0374 / -0.1046 hartree.

Structure (XYZ):
```
17
Properties=species:S:1:pos:R:3:lowdin_charge:R:1
C -0.81663 0.71444 -1.11821 -0.251
C -2.59043 -0.09741 0.40256 -0.089
C 2.41205 -1.26656 0.11060 -0.369
C -2.03921 0.81316 -0.67411 -0.167
N 0.15186 -0.10489 -0.53254 -0.246
O 2.00656 1.39557 1.15542 -0.248
P 1.83282 0.24942 -0.64746 0.900
H -0.49317 1.39708 -1.94334 0.118
H -2.61619 -1.07421 -0.04703 0.071
H -3.64605 0.00219 0.68706 0.078
H -1.91156 -0.03851 1.20386 0.047
H 1.81281 -2.11520 -0.19142 0.022
H 3.46276 -1.52079 -0.12182 0.037
H 2.34124 -1.26325 1.23996 0.055
H 2.75788 1.91761 1.19069 -0.065
H -2.71066 1.41073 -1.11716 0.050
H 0.04591 -0.41938 0.40295 0.058
```

[2]
The following is a quantum chemistry calculation of 5 unconnected molecules or ions with the total composition C28H68N4O8, from OMol25.

As for the net charge: 0. Its HOMO energy is -8.280 eV. As for the structure (SMILES): CC1(C)CCCC(C)(C)N1O.COCCNCCOC.COCCNCCOC.COCCNCCOC.CO. The LUMO energy is 0.0231 hartree.

Structure (XYZ):
```
108
Properties=species:S:1:pos:R:3:lowdin_charge:R:1
C 5.13163 1.96392 2.42181 -0.114
O 3.95962 2.11647 1.65647 -0.217
C 2.78325 2.25110 2.42954 -0.222
C 1.71345 2.98932 1.65757 -0.214
N 1.76699 4.44910 1.64540 -0.033
C 2.93554 4.95674 0.95873 -0.218
C 3.28271 6.37789 1.20841 -0.237
O 2.21563 7.19169 0.76798 -0.185
C 2.35153 8.55438 1.09921 -0.115
H 5.11767 1.05166 3.02852 0.089
H 5.24646 2.81564 3.11045 0.088
H 5.98385 1.95510 1.74839 0.085
H 2.98945 2.70453 3.40569 0.127
H 2.35786 1.24994 2.60625 0.119
H 0.76871 2.70344 2.13143 0.099
H 1.66292 2.55803 0.64520 0.101
H 0.88568 4.76992 1.27033 0.101
H 2.83742 4.76670 -0.12315 0.112
H 3.77202 4.30589 1.21774 0.115
H 4.19238 6.63682 0.64992 0.126
H 3.47015 6.53368 2.28070 0.126
H 3.25999 8.74259 1.68534 0.082
H 1.51153 8.86436 1.72479 0.085
H 2.42812 9.16582 0.19783 0.083
C 4.31190 3.21654 -2.11193 -0.109
O 2.93206 3.47948 -2.07311 -0.204
C 2.15583 2.36554 -2.39578 -0.244
C 0.69739 2.75464 -2.53504 -0.187
N -0.15805 2.55209 -1.33963 -0.052
C -1.50005 2.12618 -1.70494 -0.220
C -2.40941 3.22245 -2.27017 -0.213
O -3.48617 2.72322 -3.03924 -0.175
C -3.12314 2.29685 -4.31625 -0.129
H 4.64187 2.92969 -3.11690 0.088
H 4.58209 2.41828 -1.40594 0.090
H 4.85099 4.10346 -1.78253 0.087
H 2.26646 1.52460 -1.69253 0.120
H 2.49067 1.92561 -3.35289 0.121
H 0.26013 2.15014 -3.33618 0.106
H 0.63781 3.78582 -2.90244 0.122
H -0.10807 3.42541 -0.82875 0.104
H -1.94662 1.81561 -0.74995 0.110
H -1.44180 1.21650 -2.30004 0.108
H -1.80465 3.92980 -2.85885 0.118
H -2.84148 3.79193 -1.44755 0.124
H -3.45113 3.00490 -5.08620 0.089
H -3.54877 1.31653 -4.54783 0.089
H -2.03966 2.17382 -4.45669 0.078
C 1.38956 -2.19141 -4.64661 -0.107
O 1.05426 -3.45109 -4.10411 -0.199
C 1.34279 -4.52692 -4.97007 -0.234
C 0.91034 -5.79969 -4.29503 -0.214
N 1.41870 -6.93505 -5.01248 -0.084
C 0.97750 -8.22315 -4.53901 -0.209
C -0.41412 -8.59110 -5.03114 -0.240
O -1.37080 -8.30340 -4.04319 -0.195
C -2.61270 -8.90703 -4.28564 -0.121
H 2.48345 -2.10662 -4.70502 0.094
H 1.01720 -1.43332 -3.96024 0.072
H 0.99391 -2.00776 -5.65139 0.089
H 2.42737 -4.55766 -5.17731 0.127
H 0.84347 -4.39189 -5.93635 0.128
H -0.18329 -5.82854 -4.33966 0.126
H 1.19009 -5.79228 -3.23261 0.130
H 2.42101 -6.91084 -5.13079 0.109
H 0.98049 -8.30518 -3.44033 0.124
H 1.69679 -8.96557 -4.88964 0.117
H -0.47925 -9.64586 -5.34339 0.117
H -0.59881 -8.02664 -5.95972 0.127
H -3.25453 -8.70041 -3.43088 0.087
H -2.49169 -9.99157 -4.39646 0.087
H -3.11055 -8.49845 -5.17420 0.089
C -1.98017 0.91086 2.56465 -0.037
C -2.01391 0.11049 3.86602 -0.521
C -1.95882 1.09517 5.03063 -0.141
C -2.34516 0.50600 6.38162 -0.165
C -3.73986 -0.10978 6.23593 -0.148
C -3.83871 -1.14990 5.11665 -0.535
N -3.31018 -0.57926 3.89771 -0.094
O -3.39708 -1.54216 2.85182 -0.021
C -3.12349 -2.43806 5.59322 -0.026
C -5.32564 -1.49504 4.93688 -0.029
C -0.82395 -0.85584 3.88435 -0.023
H -1.11060 1.57262 2.56352 0.066
H -2.88006 1.52294 2.48766 0.091
H -1.87691 0.26730 1.68878 0.072
H -0.92230 1.45075 5.06056 0.124
H -2.58491 1.96037 4.80032 0.122
H -2.40072 1.34374 7.07626 0.111
H -1.67628 -0.28408 6.72266 0.105
H -4.44184 0.71366 6.05339 0.120
H -4.06620 -0.60067 7.15523 0.118
H -2.03885 -2.33765 5.59318 0.059
H -3.49113 -2.75558 6.56470 0.084
H -3.26680 -3.23471 4.85370 0.087
H -5.67575 -1.98461 5.84270 0.084
H -5.86730 -0.55810 4.79291 0.083
H -5.45018 -2.12361 4.05940 0.077
H -1.11755 -1.82909 3.49563 0.082
H -0.47114 -1.06042 4.90217 0.073
H 0.04972 -0.45772 3.36590 0.076
H -3.73569 -1.02900 2.11271 0.101
C 0.45002 -0.87294 -0.79028 -0.166
O 1.37416 -1.93576 -0.94929 -0.111
H 0.90654 -0.15698 -0.10193 0.070
H 0.31785 -0.30480 -1.71625 0.053
H -0.50385 -1.15937 -0.33798 0.077
H 1.11276 -2.43119 -1.73308 0.050
```

[3]
The following is a quantum chemistry calculation of 8 unconnected molecules or ions with the total composition C53H70F9N5O25PS, from OMol25.

As for the net charge: +1. Its HOMO energy is -10.666 eV. The LUMO energy is -0.1644 hartree.

Structure (XYZ):
```
164
Properties=species:S:1:pos:R:3:lowdin_charge:R:1
C 1.07607 -2.92634 2.95973 0.101
C 1.14141 -2.30317 1.92785 -0.095
C 0.94971 -1.41665 0.65480 -0.160
N -0.26441 -0.55530 0.75980 0.000
C -1.44276 -0.87312 0.07381 -0.040
C -1.53341 -2.14861 -0.81494 -0.065
C -0.70147 -2.16738 -2.14679 -0.410
C -0.55225 -3.60212 -2.81458 -0.032
N -0.12937 -1.19852 -2.76304 0.128
C -2.68184 -0.02631 0.17315 -0.023
C -4.03055 -0.30725 -0.54618 -0.157
C -4.22249 0.49839 -1.92039 -0.402
S -2.76064 0.46384 -3.01669 1.023
C -2.11639 2.12510 -3.30182 -0.565
N -0.78489 2.28065 -3.62901 0.026
N -0.67925 3.63512 -3.77407 0.000
C -1.85698 4.23855 -3.56089 -0.117
O -2.84015 3.28278 -3.26237 0.014
C -2.57535 1.16089 1.08267 0.109
C -3.88520 2.04453 1.16158 -0.405
O -4.14911 2.77887 0.24112 0.163
O -4.72740 2.07790 2.26664 -0.032
C -5.84535 1.16109 2.16826 -0.175
C -6.91448 1.52958 1.07012 -0.167
C -8.19738 0.58561 1.13581 -0.192
C -9.57504 1.39537 1.20220 -0.238
C -10.49534 1.10263 -0.07404 -0.125
C -1.30762 1.49659 1.82610 0.031
C -1.29109 2.76495 2.72625 -0.295
F -0.28569 2.82296 3.68065 0.080
F -2.45933 2.90973 3.49389 0.109
C -1.18532 4.09215 1.85542 -0.250
F -0.52320 3.76272 0.65604 0.094
F -2.40922 4.60474 1.46248 0.136
C -0.38057 5.29447 2.49653 -0.226
F -0.52601 6.36157 1.59814 0.102
F 1.00478 5.07510 2.56762 0.092
C -0.93285 5.84899 3.89625 -0.383
F -0.68887 7.24242 3.91322 0.100
F -2.27692 5.72440 4.07053 0.165
F -0.22356 5.37011 4.98062 0.136
C -0.16265 0.58373 1.59069 -0.145
P 1.55342 0.90870 2.41259 0.939
N 1.39657 0.64028 4.13686 -0.151
O 2.00422 2.52186 2.13618 -0.296
H 0.87126 -3.69841 3.73838 0.062
H 1.87751 -0.83830 0.38938 0.116
H 0.86851 -2.17624 -0.18230 0.127
H -2.57204 -2.49528 -1.05040 0.130
H -1.09338 -2.98353 -0.17347 0.118
H -1.48736 -3.85916 -3.40546 0.096
H -0.54535 -4.34983 -1.95279 0.039
H 0.38328 -3.69112 -3.42141 0.089
H -0.34620 -0.34378 -2.22883 0.005
H -4.93618 -0.01575 0.07225 0.092
H -4.21977 -1.38774 -0.80205 0.120
H -4.60757 1.54201 -1.77735 0.086
H -5.04573 -0.05725 -2.47091 0.092
H -2.16131 5.30694 -3.56602 0.141
H -5.40666 0.11778 2.03269 0.128
H -6.36920 1.11591 3.17250 0.145
H -7.15930 2.62573 1.21567 0.128
H -6.44817 1.43098 0.04315 0.096
H -8.13238 -0.09787 2.03920 0.111
H -8.17638 -0.04242 0.19988 0.104
H -9.36217 2.50655 1.26061 0.102
H -10.13368 1.02602 2.11291 0.104
H -10.10330 1.64740 -0.98102 0.075
H -10.45802 0.00043 -0.29583 0.069
H -11.56717 1.40904 0.10549 0.075
H 2.07772 -0.06225 4.42950 0.039
H 1.52796 1.54079 4.60836 0.042
H 2.11982 2.65722 1.17372 0.072
C -3.37343 -5.04898 2.95721 -0.008
C -2.81064 -5.94707 1.87932 -0.321
C -1.67737 -6.81145 2.34621 -0.132
O -0.93670 -7.01567 1.14294 0.083
C -1.17091 -5.93634 0.35121 -0.516
O -0.55899 -5.68423 -0.64455 0.134
O -2.19127 -5.17927 0.83886 0.074
H -2.62666 -4.32471 3.29486 0.084
H -4.21452 -4.47184 2.56738 0.087
H -3.71866 -5.63010 3.81366 0.099
H -3.60984 -6.54282 1.43005 0.149
H -2.02114 -7.75948 2.75387 0.123
H -1.02641 -6.32245 3.07492 0.122
C 2.06384 8.13076 2.54996 -0.016
C 2.45345 8.72219 1.21497 -0.330
C 3.29434 7.80499 0.37397 -0.114
O 4.04152 8.72071 -0.42328 0.014
C 4.14552 9.87419 0.30115 -0.532
O 4.86645 10.77793 0.02437 0.177
O 3.31509 9.84890 1.38230 0.095
H 2.94623 7.95752 3.17106 0.102
H 1.42792 8.82886 3.09778 0.093
H 1.52719 7.19557 2.42851 0.044
H 1.56137 9.05587 0.67457 0.164
H 2.69181 7.14839 -0.25471 0.144
H 3.99507 7.19885 0.95680 0.141
C -2.43885 -12.74618 2.99509 -0.009
C -3.22811 -11.89367 2.02810 -0.329
C -2.38031 -11.20332 0.99853 -0.091
O -3.16049 -10.04486 0.69330 0.065
C -3.89665 -9.76714 1.80191 -0.549
O -4.51295 -8.75461 1.96683 0.140
O -3.84185 -10.78609 2.69725 0.095
H -1.76323 -12.13502 3.59574 0.069
H -3.11259 -13.24673 3.69364 0.092
H -1.85779 -13.50515 2.46896 0.100
H -4.02027 -12.48809 1.56165 0.162
H -2.22732 -11.81288 0.10849 0.145
H -1.40853 -10.87786 1.38072 0.138
C 0.06356 -8.21009 4.30217 -0.031
C 0.74947 -9.46305 4.79719 -0.326
C 2.18695 -9.57623 4.37075 -0.099
O 2.38575 -10.98804 4.34736 0.075
C 1.17142 -11.55130 4.09802 -0.539
O 1.00279 -12.69504 3.81926 0.173
O 0.17119 -10.62803 4.20946 0.066
H 0.00444 -8.20361 3.21436 0.071
H -0.96270 -8.17042 4.67336 0.095
H 0.58927 -7.31302 4.63632 0.099
H 0.64727 -9.54519 5.88416 0.164
H 2.86880 -9.10102 5.07591 0.143
H 2.37668 -9.18180 3.36812 0.144
C 6.24443 7.17342 -1.47885 -0.003
C 6.92674 5.89770 -1.03753 -0.328
C 8.36171 5.79773 -1.46763 -0.107
O 8.55666 4.38435 -1.54941 0.064
C 7.34037 3.83733 -1.82129 -0.549
O 7.16844 2.70269 -2.14652 0.152
O 6.34446 4.75619 -1.67384 0.081
H 6.18305 7.22935 -2.56843 0.103
H 5.22658 7.19966 -1.10981 0.049
H 6.77175 8.05363 -1.10710 0.107
H 6.82370 5.77122 0.04579 0.159
H 9.04444 6.24144 -0.74455 0.127
H 8.55275 6.23284 -2.45296 0.147
C -2.21059 1.67321 -8.49919 -0.018
C -2.73873 0.52463 -7.67014 -0.335
C -3.94252 -0.14929 -8.26564 -0.097
O -4.60525 -0.66088 -7.10870 0.074
C -4.26465 0.15098 -6.07303 -0.553
O -4.78870 0.13459 -5.00052 0.088
O -3.24775 0.98581 -6.41562 0.072
H -2.94404 2.48040 -8.56325 0.093
H -1.31893 2.09714 -8.03293 0.090
H -1.95273 1.34574 -9.50778 0.094
H -1.93737 -0.19305 -7.46700 0.164
H -3.67334 -0.95643 -8.94644 0.144
H -4.61954 0.53990 -8.77782 0.144
C 13.25349 6.25228 -4.89539 -0.021
C 13.11031 6.18536 -3.39171 -0.340
C 12.34338 4.98612 -2.90961 -0.100
O 11.79117 5.45529 -1.68088 0.062
C 11.66052 6.80451 -1.80002 -0.547
O 11.05270 7.49406 -1.03688 0.148
O 12.31180 7.26528 -2.90209 0.092
H 12.27975 6.36662 -5.37727 0.093
H 13.84735 7.12301 -5.18018 0.088
H 13.74078 5.35696 -5.28547 0.092
H 14.09439 6.24930 -2.91611 0.161
H 12.98517 4.12176 -2.74055 0.143
H 11.52244 4.69789 -3.57232 0.143
```

Values of energy relative to the best compared isomer or geometry (same formula, charge and spin), in order: 193.2; 0.0; 473.9, all in kJ/mol.
Values of electronic energy, in order: -17131.24433; -52473.16714; -159303.77189, all in eV.